[1]
14
Properties=species:S:1:pos:R:3:forces:R:3:nbo_charge:R:1 method="wB97M-V/def2-TZVPD" relative_energy_kj_mol=644.4 gap_ev=8.170
C -1.979862 0.097356 -0.536004 -0.144 0.084 -0.167 -0.983
C -0.131102 0.506239 0.786885 0.427 0.029 -0.006 0.148
C -0.045028 -1.029337 0.913897 0.082 -0.283 0.257 -0.372
N 0.917096 -0.073694 0.352136 -0.309 0.274 0.173 -0.327
C 2.105785 0.097350 -0.445222 0.072 0.020 -0.077 -0.415
H -2.840734 0.139256 0.144462 0.159 -0.014 -0.072 0.203
H -1.806805 1.111915 -0.913635 0.011 -0.139 0.022 0.200
H -2.259181 -0.508799 -1.409046 0.064 0.046 0.099 0.217
H -0.391628 1.504323 1.106826 -0.041 -0.131 -0.025 0.227
H -1.155634 -0.834573 0.045715 -0.009 0.090 -0.091 0.285
H 0.337710 -1.419295 1.868105 -0.087 0.053 -0.104 0.162
H 2.894933 0.513090 0.189830 -0.081 -0.065 -0.153 0.215
H 2.429504 -0.876121 -0.817576 -0.100 0.127 0.031 0.224
H 1.924948 0.772290 -1.286377 -0.045 -0.092 0.112 0.216

---

[2]
67
Properties=species:S:1:pos:R:3:forces:R:3:nbo_charge:R:1 method="wB97M-V/def2-TZVPD" relative_energy_kj_mol=922.0 gap_ev=6.892
C 3.287822 -0.229993 1.269683 0.096 0.299 0.076 -0.341
C 3.022327 0.787347 0.427229 0.034 -0.742 0.338 -0.233
C 1.980625 0.587476 -0.593008 -0.834 0.965 0.686 -0.067
C 0.954552 1.412939 -0.815165 0.097 -0.311 -0.380 -0.260
C -0.027901 1.051582 -1.878417 -0.620 0.452 -0.128 0.506
O -0.570488 1.864910 -2.595298 0.151 -0.398 0.463 -0.499
C -0.298497 -0.434535 -1.962921 0.123 -0.159 0.146 0.266
O -1.565097 -0.873852 -2.208873 -0.177 0.242 -0.220 -0.508
C -2.254749 -1.288448 -1.035257 0.090 -0.119 0.754 -0.090
C -2.948968 -0.136008 -0.259792 -1.072 -0.323 -0.233 0.077
C -4.456782 -0.404101 -0.169332 0.824 -0.091 -0.283 -0.626
O -2.726002 1.130074 -0.815595 0.510 0.326 0.455 -0.713
C 0.727279 -1.257641 -1.773029 0.124 0.384 0.075 -0.322
C 2.056137 -0.629751 -1.492498 0.354 -0.314 -0.149 0.518
O 3.091113 -1.025796 -1.980715 -0.496 0.059 0.504 -0.476
H 4.291226 -0.514709 1.557557 0.036 0.906 1.083 0.210
H 2.470884 -0.782264 1.722757 0.032 -1.093 -1.071 0.191
H 3.532992 1.735761 0.546797 0.859 -0.206 -1.036 0.235
H 0.798850 2.318548 -0.247629 -0.021 0.218 -0.131 0.235
H -1.555485 -1.785800 -0.363080 0.199 -0.053 -0.019 0.177
H -2.993421 -2.044246 -1.282666 -0.045 0.036 -0.571 0.200
H -2.575124 -0.147990 0.763552 0.335 0.395 0.013 0.157
H -4.860944 -0.349159 -1.179297 -0.205 -0.164 -0.039 0.207
H -4.936303 0.356366 0.436383 -0.118 -0.044 0.202 0.219
H -4.574046 -1.408669 0.235571 -0.470 -0.010 0.102 0.206
H -2.814476 1.097673 -1.772884 0.048 -0.112 -0.171 0.486
H 0.625814 -2.329716 -1.797339 0.131 -0.184 -0.267 0.245
C -4.600609 -4.796858 2.605722 -0.008 0.015 0.000 -0.303
C -3.219858 -5.026185 2.356211 0.002 -0.007 0.011 -0.287
C -2.579378 -3.822782 2.471425 0.052 0.102 -0.035 -0.100
N -3.521316 -2.873144 2.777665 0.055 -0.025 0.049 -0.523
C -4.754749 -3.461749 2.864235 -0.016 0.039 -0.010 -0.076
H -5.389417 -5.529781 2.596307 -0.002 -0.003 0.003 0.227
H -2.752292 -5.967080 2.120075 0.005 -0.002 0.008 0.226
H -1.540526 -3.558615 2.362366 0.007 -0.033 -0.008 0.213
H -3.335822 -1.896800 2.915132 -0.045 0.030 -0.026 0.410
H -5.630261 -2.881572 3.099861 -0.010 -0.014 0.000 0.216
C -0.615052 -4.620722 7.337414 -0.012 0.000 0.003 -0.296
C 0.208637 -3.468806 7.460823 0.013 0.011 0.008 -0.307
C -0.186457 -2.580533 6.497299 -0.011 0.019 -0.057 -0.083
N -1.213687 -3.152732 5.795702 0.047 0.018 0.079 -0.508
C -1.483076 -4.393573 6.303349 -0.033 -0.029 -0.054 -0.077
H -0.574448 -5.512634 7.939613 -0.003 -0.001 0.004 0.220
H 0.999167 -3.311645 8.175196 0.000 0.002 0.002 0.221
H 0.172934 -1.595993 6.251018 0.016 -0.001 0.018 0.206
H -1.696435 -2.730552 5.025486 -0.059 -0.054 -0.019 0.406
H -2.265178 -5.003999 5.884826 0.011 -0.006 -0.013 0.216
C 0.587257 2.032755 -6.737755 0.010 0.013 -0.026 -0.319
C 0.810278 2.540784 -5.429230 0.086 -0.001 -0.034 -0.263
C 1.416502 3.761144 -5.565485 0.052 0.003 -0.014 -0.096
N 1.570417 4.007797 -6.903347 -0.039 -0.027 0.026 -0.508
C 1.064169 2.961193 -7.624173 0.029 0.015 -0.021 -0.079
H 0.127956 1.093680 -6.997192 -0.004 -0.002 0.001 0.220
H 0.554543 2.067131 -4.498528 -0.045 0.048 -0.069 0.219
H 1.750334 4.473145 -4.829751 -0.012 0.003 0.011 0.206
H 1.989704 4.829660 -7.294867 -0.003 0.022 -0.008 0.409
H 1.087473 2.967308 -8.700363 -0.005 -0.018 -0.001 0.208
C 5.603240 5.197848 -1.514595 0.007 -0.009 -0.007 -0.310
C 5.048482 5.535725 -0.250730 0.010 -0.008 0.028 -0.303
C 3.807698 4.960784 -0.183655 -0.064 -0.036 -0.002 -0.087
N 3.591024 4.292587 -1.358726 0.016 -0.033 0.037 -0.515
C 4.681506 4.428422 -2.172737 -0.041 -0.006 -0.046 -0.062
H 6.568594 5.485773 -1.895284 0.004 -0.003 0.000 0.222
H 5.508188 6.131633 0.519679 0.001 0.000 0.003 0.222
H 3.063376 4.970175 0.594541 0.001 0.037 0.002 0.208
H 2.759112 3.780159 -1.588621 -0.007 -0.016 -0.043 0.413
H 4.706631 3.968051 -3.145639 0.010 -0.002 -0.002 0.213